## 1
C4H3NO2 | the ωB97M-V functional and the def2-TZVPD basis

The geometry in XYZ format:
```
10
C4H3NO2 | the Open Molecules 2025 dataset | the ωB97M-V functional and the def2-TZVPD basis
C 0.5534 2.0751 -0.1019
C -0.1145 0.9735 -0.1837
C 0.4324 -1.2740 -0.9719
C -0.7629 0.2712 1.0694
H 0.4627 2.4541 0.7650
H 0.8932 2.9214 -0.9031
H 0.7193 -1.9098 -1.8633
N -1.3007 -0.4300 1.8679
O -0.0356 0.0446 -1.2861
O 0.8330 -1.6359 0.0429
```

As for the SMILES: C=C(C#N)OC=O. Its gap between HOMO and LUMO is 10.90 eV.

## 2
C4H3NO2 | the ωB97M-V functional and the def2-TZVPD basis

The geometry in XYZ format:
```
10
C4H3NO2 | the Open Molecules 2025 dataset | the ωB97M-V functional and the def2-TZVPD basis
C -0.7323 -1.3882 -0.4115
C -0.0607 -0.2858 -0.3986
C -0.1454 1.5935 1.1790
C 1.1738 -0.2768 -1.1749
H -0.0599 -2.1459 -0.8990
H -1.6684 -1.6595 -0.1148
H -0.8513 2.3425 1.2870
N 2.2636 -0.2831 -1.6264
O -0.5615 1.0367 0.1041
O 0.6420 1.0666 2.0549
```

As for the SMILES: C=C(C#N)OC=O. Its gap between HOMO and LUMO is 11.05 eV.

## 3
C4H3NO2 | the ωB97M-V functional and the def2-TZVPD basis

The geometry in XYZ format:
```
10
C4H3NO2 | the Open Molecules 2025 dataset | the ωB97M-V functional and the def2-TZVPD basis
C -1.6716 -0.1846 -0.2451
C -1.2367 0.9822 -0.1222
C -1.7539 -1.4533 -0.3046
C 2.0638 -0.3597 0.1767
N -1.0788 2.1691 -0.0872
O -2.1053 -2.5277 -0.2418
O 1.3372 0.5592 0.0972
H 2.7261 -0.4303 1.1069
H 1.9078 -1.3614 -0.4537
H -0.1886 2.6065 0.0737
```

As for the SMILES: N=C=C=C=O.C=O. Its gap between HOMO and LUMO is 9.16 eV.

## 4
C4H3NO2 | the ωB97M-V functional and the def2-TZVPD basis

The geometry in XYZ format:
```
10
C4H3NO2 | the Open Molecules 2025 dataset | the ωB97M-V functional and the def2-TZVPD basis
C 1.1448 -0.1381 -0.0606
C -1.0820 -0.1460 -0.0527
C -0.7598 1.2358 0.0703
C 0.5926 1.2981 -0.1404
H 0.0925 -1.7816 -0.0366
H -1.5305 1.9857 0.4834
H 1.2188 2.2263 -0.1193
N 0.0846 -0.8709 -0.0787
O 2.2464 -0.5534 0.1333
O -2.2146 -0.6757 0.0320
```

As for the SMILES: O=C1C=CC(=O)N1. Its gap between HOMO and LUMO is 9.56 eV.

Short version: 4 is the most stable of them.